ORCA calculation (wB97M-V/def2-TZVPD) on a molecular structure, C41H71BO20 in a non-equilibrium geometry.

Last column: Löwdin charge in e.
Element x y z (Å)
C -7.54 2.76 1.63  0.04
C -7.31 1.29 1.52  -0.52
O -7.68 0.47 2.32  0.12
O -6.56 0.96 0.43  -0.07
C -7.11 -0.03 -0.47  -0.15
C -5.95 -0.59 -1.30  -0.16
C -5.56 -2.02 -0.96  -0.20
C -5.06 -2.23 0.47  -0.19
C -3.55 -1.98 0.59  -0.19
C -3.10 -1.86 2.07  -0.11
C -2.18 -0.71 2.37  -0.06
C -2.52 0.60 2.28  -0.07
C -3.87 1.06 1.80  -0.06
C -3.84 2.34 0.95  -0.05
C -2.75 2.41 -0.08  -0.44
O -1.92 3.31 -0.08  0.03
O -2.69 1.43 -1.00  0.12
C -1.54 1.62 2.74  -0.32
O -1.90 2.69 3.21  0.13
C -0.11 1.26 2.64  0.07
C 0.26 -0.03 2.74  0.01
B 1.78 -0.47 2.67  -0.58
O 2.23 -1.20 1.59  0.16
O 2.66 -0.14 3.69  0.17
C -0.82 -1.04 2.91  -0.27
O -0.61 -2.09 3.49  0.13
H -6.62 3.30 1.41  0.07
H -8.32 3.10 0.94  0.11
H -7.85 3.00 2.64  0.09
H -7.83 0.46 -1.12  0.13
H -7.64 -0.81 0.08  0.13
H -5.10 0.08 -1.19  0.10
H -6.24 -0.56 -2.35  0.11
H -4.83 -2.38 -1.69  0.11
H -6.45 -2.65 -1.10  0.11
H -5.29 -3.24 0.82  0.12
H -5.56 -1.52 1.14  0.10
H -3.34 -1.03 0.09  0.08
H -3.01 -2.78 0.09  0.11
H -3.96 -1.79 2.75  0.13
H -2.57 -2.77 2.35  0.11
H -4.36 0.28 1.24  0.09
H -4.53 1.29 2.65  0.15
H -3.67 3.21 1.57  0.09
H -4.80 2.45 0.46  0.13
H -1.82 1.50 -1.42  0.15
H 0.59 2.08 2.52  0.13
H 2.18 -0.66 0.78  0.07
H 2.85 0.80 3.69  0.11
O 3.09 -0.11 -0.89  0.07
C 4.27 0.04 -0.69  -0.50
O 4.71 1.28 -0.43  0.02
C 6.05 1.55 0.00  -0.22
C 7.01 1.68 -1.17  -0.06
C 5.24 -1.10 -0.78  0.03
H 6.38 0.80 0.72  0.12
H 5.98 2.49 0.53  0.12
H 7.08 0.75 -1.73  0.07
H 8.00 1.94 -0.82  0.08
H 6.66 2.45 -1.86  0.08
H 5.53 -1.24 -1.82  0.10
H 4.73 -2.00 -0.43  0.09
H 6.14 -0.98 -0.17  0.07
O -1.93 -1.35 -1.86  0.10
C -0.94 -1.51 -2.53  -0.50
O -1.06 -2.12 -3.72  0.01
C 0.01 -2.20 -4.66  -0.24
C 0.92 -3.38 -4.39  -0.06
C 0.42 -1.11 -2.03  0.01
H 0.56 -1.26 -4.70  0.11
H -0.47 -2.32 -5.63  0.12
H 1.41 -3.29 -3.42  0.07
H 1.69 -3.45 -5.15  0.08
H 0.35 -4.31 -4.38  0.08
H 0.82 -1.91 -1.41  0.10
H 0.32 -0.22 -1.41  0.08
H 1.15 -0.88 -2.81  0.07
O -9.19 6.19 1.03  0.09
C -8.42 6.38 1.93  -0.53
O -8.83 6.12 3.19  -0.01
C -7.93 6.13 4.31  -0.24
C -7.74 7.52 4.88  -0.06
C -7.03 6.92 1.70  0.01
H -6.98 5.66 4.04  0.11
H -8.40 5.48 5.05  0.12
H -7.28 8.19 4.16  0.07
H -7.10 7.48 5.76  0.08
H -8.70 7.94 5.17  0.08
H -7.08 8.01 1.65  0.10
H -6.68 6.54 0.75  0.08
H -6.31 6.63 2.45  0.05
O 8.68 -2.89 -0.08  0.09
C 8.25 -3.88 0.47  -0.54
O 7.02 -4.29 0.15  -0.01
C 6.46 -5.54 0.58  -0.23
C 5.84 -5.44 1.96  -0.06
C 9.03 -4.61 1.53  0.02
H 7.21 -6.33 0.52  0.12
H 5.70 -5.77 -0.16  0.12
H 6.58 -5.19 2.72  0.07
H 5.37 -6.38 2.23  0.08
H 5.07 -4.66 1.97  0.08
H 8.86 -4.11 2.49  0.10
H 10.09 -4.53 1.29  0.09
H 8.78 -5.66 1.63  0.07
O 10.34 -8.27 -3.67  0.11
C 10.48 -7.08 -3.75  -0.53
O 10.29 -6.34 -2.63  0.00
C 10.59 -4.94 -2.57  -0.23
C 9.44 -4.08 -3.06  -0.06
C 10.79 -6.39 -5.06  0.01
H 11.52 -4.72 -3.09  0.11
H 10.77 -4.75 -1.51  0.11
H 9.23 -4.26 -4.11  0.07
H 9.68 -3.03 -2.92  0.08
H 8.54 -4.31 -2.49  0.07
H 9.85 -6.23 -5.59  0.10
H 11.41 -7.06 -5.65  0.09
H 11.30 -5.44 -4.96  0.07
O -4.53 5.07 1.85  0.06
C -3.94 4.96 0.80  -0.55
O -4.68 4.88 -0.32  0.00
C -4.10 4.95 -1.64  -0.18
C -3.61 3.61 -2.13  -0.05
C -2.44 4.85 0.73  -0.05
H -3.32 5.71 -1.67  0.12
H -4.92 5.31 -2.27  0.12
H -2.81 3.21 -1.51  0.03
H -3.25 3.69 -3.16  0.10
H -4.43 2.88 -2.12  0.10
H -2.16 3.81 0.89  -0.06
H -2.02 5.45 1.53  0.11
H -2.01 5.19 -0.21  0.10

Calculated values
frontier orbital gap	6.4	eV


ORCA calculation (wB97M-V/def2-TZVPD) on 10 unconnected molecules or ions with the total composition C41H71ClN9P in a non-equilibrium geometry.

Last column: Löwdin charge in e.
Element x y z (Å)
C 7.52 -6.30 1.31  -0.03
C 6.80 -5.32 1.19  -0.37
P 5.43 -4.08 0.80  0.85
C 4.07 -4.52 2.01  -0.46
C 3.00 -5.58 1.51  -0.69
C 3.54 -6.75 0.59  -0.17
Cl 2.36 -6.41 3.06  0.49
H 7.87 -7.34 1.53  0.04
H 4.99 -4.25 -0.56  -0.08
H 3.50 -3.56 2.20  0.06
H 4.49 -4.80 3.02  0.08
H 2.10 -5.11 1.04  0.10
H 3.31 -7.74 1.09  0.05
H 4.65 -6.74 0.39  0.04
H 2.93 -6.77 -0.37  0.08
C 2.36 -0.70 -2.53  -0.14
C 3.84 -0.35 -2.50  -0.26
C 4.67 -1.31 -1.65  -0.19
C 4.20 -1.29 -0.24  -0.27
N 3.82 -1.26 0.86  0.14
H 1.91 -0.65 -1.53  0.07
H 1.82 -0.01 -3.17  0.04
H 2.21 -1.71 -2.92  0.06
H 3.96 0.67 -2.12  0.11
H 4.23 -0.35 -3.52  0.11
H 5.73 -1.03 -1.67  0.12
H 4.59 -2.33 -2.04  0.09
C -1.26 2.22 -3.21  -0.11
C -1.85 1.73 -4.52  -0.27
C -2.20 0.24 -4.50  -0.18
C -0.98 -0.57 -4.25  -0.19
N -0.03 -1.19 -4.05  0.16
H -0.31 1.72 -2.98  0.06
H -1.05 3.29 -3.26  0.07
H -1.95 2.05 -2.38  0.06
H -1.14 1.93 -5.33  0.11
H -2.75 2.31 -4.74  0.11
H -2.64 -0.06 -5.45  0.11
H -2.94 0.03 -3.71  0.11
C -5.10 1.18 0.10  -0.10
C -4.48 1.07 1.49  -0.27
C -3.07 1.64 1.55  -0.19
C -2.17 0.90 0.62  -0.22
N -1.48 0.32 -0.11  0.15
H -4.54 0.60 -0.64  0.07
H -6.12 0.79 0.11  0.06
H -5.14 2.22 -0.23  0.08
H -4.47 0.01 1.79  0.10
H -5.12 1.60 2.20  0.11
H -2.67 1.55 2.57  0.12
H -3.07 2.69 1.28  0.06
C 7.73 -8.14 -2.10  -0.12
C 7.76 -7.64 -3.53  -0.26
C 7.61 -6.12 -3.63  -0.18
C 6.31 -5.70 -3.05  -0.20
N 5.29 -5.37 -2.60  0.14
H 6.77 -7.93 -1.61  0.07
H 7.87 -9.23 -2.07  0.07
H 8.52 -7.69 -1.50  0.04
H 6.97 -8.12 -4.10  0.11
H 8.71 -7.93 -3.99  0.10
H 7.66 -5.80 -4.67  0.12
H 8.42 -5.62 -3.09  0.10
C 13.39 -9.26 -2.41  -0.11
C 12.66 -9.23 -1.07  -0.27
C 11.16 -8.94 -1.21  -0.18
C 10.96 -7.61 -1.85  -0.23
N 10.81 -6.58 -2.34  0.17
H 13.34 -8.30 -2.92  0.07
H 14.44 -9.50 -2.27  0.07
H 12.95 -10.02 -3.08  0.08
H 13.13 -8.48 -0.43  0.11
H 12.79 -10.20 -0.57  0.11
H 10.69 -8.94 -0.23  0.12
H 10.68 -9.71 -1.82  0.12
C 0.05 4.88 1.00  -0.11
C -0.48 6.23 1.47  -0.28
C -1.68 6.11 2.42  -0.18
C -2.81 5.41 1.74  -0.20
N -3.68 4.88 1.21  0.15
H -0.70 4.33 0.43  0.06
H 0.91 5.02 0.35  0.07
H 0.36 4.26 1.85  0.08
H -0.77 6.82 0.60  0.09
H 0.32 6.77 1.97  0.11
H -2.01 7.10 2.74  0.09
H -1.40 5.54 3.31  0.12
C -5.41 10.08 1.23  -0.11
C -4.79 9.99 2.62  -0.27
C -3.39 10.59 2.70  -0.18
C -2.48 9.86 1.76  -0.21
N -1.78 9.30 1.04  0.16
H -4.83 9.52 0.50  0.07
H -6.42 9.67 1.24  0.06
H -5.47 11.12 0.90  0.08
H -4.76 8.93 2.92  0.11
H -5.44 10.50 3.34  0.11
H -2.99 10.50 3.71  0.11
H -3.40 11.64 2.42  0.12
C -10.25 7.84 0.80  -0.11
C -9.37 6.68 1.25  -0.27
C -9.30 6.56 2.78  -0.18
C -8.71 7.80 3.36  -0.22
N -8.26 8.76 3.81  0.14
H -9.85 8.80 1.13  0.07
H -10.30 7.88 -0.29  0.07
H -11.27 7.74 1.18  0.08
H -8.37 6.81 0.84  0.11
H -9.77 5.75 0.84  0.11
H -8.67 5.71 3.05  0.12
H -10.29 6.40 3.20  0.12
C -7.41 -1.72 1.97  -0.11
C -8.13 -1.71 3.32  -0.27
C -9.63 -1.41 3.19  -0.18
C -9.83 -0.07 2.59  -0.23
N -9.98 0.97 2.12  0.13
H -7.46 -0.75 1.48  0.06
H -6.36 -1.97 2.10  0.07
H -7.85 -2.47 1.30  0.08
H -7.66 -0.97 3.97  0.11
H -8.00 -2.69 3.80  0.11
H -10.09 -1.43 4.18  0.11
H -10.12 -2.17 2.57  0.12

Calculated values
structure (SMILES)	C#CPC[C@@H](C)Cl.CCCC#N.CCCC#N.CCCC#N.CCCC#N.CCCC#N.CCCC#N.CCCC#N.CCCC#N.CCCC#N
frontier orbital gap	8.3	eV


ORCA calculation (wB97M-V/def2-TZVPD) on a molecular structure, C41H74As3GeN3O3Zr in a non-equilibrium geometry.

Last column: Löwdin spin population.
Element x y z (Å)
Zr 0.11 1.21 -0.22  0.00
C -0.45 -0.71 -4.23  0.00
C -1.32 0.22 -3.40  0.00
C -1.96 1.26 -4.31  0.00
C -2.38 -0.57 -2.66  0.00
O -0.43 0.85 -2.39  0.00
Ge 0.15 2.67 -2.74  0.00
O 1.59 2.11 -1.52  0.00
C 2.93 2.69 -1.80  0.00
C 3.48 1.95 -3.00  0.00
C 2.79 4.18 -2.10  0.00
C 3.83 2.50 -0.59  0.00
O -0.79 2.97 -0.97  0.00
C -1.85 4.01 -0.83  0.00
C -1.31 5.33 -1.35  0.00
C -3.04 3.58 -1.67  0.00
C -2.26 4.12 0.63  0.00
H -1.04 -1.12 -5.05  0.00
H 0.39 -0.16 -4.67  0.00
H -0.07 -1.53 -3.64  0.00
H -2.69 0.75 -4.94  0.00
H -2.50 2.02 -3.75  0.00
H -1.24 1.74 -4.98  0.00
H -2.91 -1.22 -3.36  0.00
H -1.93 -1.19 -1.90  0.00
H -3.13 0.09 -2.21  0.00
H 2.81 2.03 -3.86  0.00
H 4.44 2.37 -3.30  0.00
H 3.62 0.89 -2.77  0.00
H 2.28 4.37 -3.05  0.00
H 2.27 4.71 -1.30  0.00
H 3.79 4.62 -2.19  0.00
H 3.88 1.45 -0.30  0.00
H 4.84 2.80 -0.85  0.00
H 3.52 3.10 0.26  0.00
H -0.93 5.24 -2.37  0.00
H -2.13 6.05 -1.39  0.00
H -0.54 5.77 -0.72  0.00
H -2.87 3.75 -2.73  0.00
H -3.28 2.53 -1.49  0.00
H -3.92 4.17 -1.39  0.00
H -2.92 4.99 0.73  0.00
H -2.82 3.25 0.96  0.00
H -1.41 4.28 1.29  0.00
N 1.73 0.26 1.23  0.00
C 2.10 1.02 2.40  0.00
C 2.71 0.48 3.50  0.00
C 3.14 1.33 4.55  0.00
C 2.99 2.69 4.44  0.00
C 2.37 3.26 3.30  0.00
C 2.21 4.65 3.10  0.00
C 1.60 5.09 1.97  0.00
C 1.08 4.15 1.06  0.00
N 1.18 2.85 1.21  0.00
C 1.87 2.40 2.30  0.00
H 1.47 -0.70 1.47  0.00
H 2.55 0.17 0.63  0.00
H 2.91 -0.58 3.56  0.00
H 3.62 0.90 5.41  0.00
H 3.36 3.34 5.22  0.00
H 2.60 5.34 3.84  0.00
H 1.48 6.14 1.76  0.00
H 0.56 4.48 0.18  0.00
C -2.93 -3.09 -0.36  0.00
As -1.24 -2.53 0.46  0.00
C -1.80 -2.58 2.33  0.00
C -0.23 -4.22 0.36  0.00
C 0.64 -4.44 -0.88  0.03
C -0.12 -4.16 -2.17  0.00
C 1.91 -3.58 -0.80  0.01
As 1.95 -1.65 -1.26  0.01
C 2.46 -1.78 -3.14  0.00
C 3.79 -1.46 -0.57  0.00
C 1.12 -5.91 -0.83  0.10
As 0.01 -7.53 -1.20  0.60
C -0.22 -7.38 -3.14  0.10
C -1.82 -7.04 -0.66  0.10
H -3.28 -3.97 0.16  0.00
H -2.78 -3.32 -1.41  0.00
H -3.67 -2.29 -0.27  0.00
H -0.96 -2.93 2.95  0.00
H -2.64 -3.27 2.46  0.00
H -2.10 -1.58 2.65  0.00
H -0.99 -5.01 0.44  0.00
H 0.38 -4.27 1.26  0.00
H -0.39 -3.10 -2.24  0.00
H -1.04 -4.74 -2.23  0.00
H 0.48 -4.41 -3.05  0.00
H 2.66 -3.98 -1.49  0.00
H 2.35 -3.65 0.20  0.00
H 3.50 -2.09 -3.20  0.00
H 2.34 -0.83 -3.65  0.00
H 1.85 -2.53 -3.64  0.00
H 4.38 -2.30 -0.95  0.00
H 3.83 -1.51 0.52  0.00
H 4.26 -0.54 -0.92  0.00
H 1.56 -6.08 0.15  0.00
H 1.95 -6.03 -1.54  0.00
H 0.75 -7.31 -3.62  0.00
H -0.85 -6.54 -3.44  0.02
H -0.68 -8.30 -3.49  0.00
H -1.89 -6.93 0.42  0.00
H -2.47 -7.86 -0.95  0.00
H -2.18 -6.14 -1.16  0.02
C -1.68 1.32 6.30  0.00
N -1.03 0.92 5.08  0.00
C -0.62 -0.45 4.97  0.00
C -1.01 1.78 3.92  0.00
C -1.85 1.25 2.76  0.00
C -3.20 1.05 3.01  0.00
C -4.07 0.63 2.02  0.00
C -3.60 0.43 0.74  0.00
C -2.24 0.66 0.50  0.00
C -1.33 1.07 1.46  0.00
H -1.21 0.83 7.15  0.00
H -2.74 1.01 6.29  0.00
H -1.64 2.40 6.41  0.00
H 0.13 -0.67 5.74  0.00
H -0.20 -0.63 3.98  0.00
H -1.46 -1.12 5.13  0.00
H 0.03 1.88 3.60  0.00
H -1.37 2.76 4.24  0.00
H -3.60 1.23 4.01  0.00
H -5.12 0.49 2.24  0.00
H -4.26 0.13 -0.06  0.00
H -1.96 0.53 -0.56  0.00

Calculated values
spin multiplicity	2
total charge	+3
frontier orbital gap (spin up / spin down)	6.4 / 2.2	eV